C10H11NS in the gas phase. Source: OMol25; level of theory: ωB97M-V/def2-TZVPD.

```
! wB97M-V def2-TZVPD RIJCOSX def2/J DEFGRID3
* xyz 0 1
C 0.63 -1.36 -2.36
C -0.32 -2.36 -2.19
C 0.76 -0.27 -1.44
C -0.98 -2.41 -0.95
C -0.08 -0.24 -0.35
C -0.89 -1.31 -0.11
C -1.02 0.52 1.80
C 0.04 0.77 0.75
C 1.49 0.71 1.43
C -0.22 2.19 0.08
N -1.27 1.26 2.72
S -1.92 -1.08 1.38
H 1.16 -1.27 -3.38
H -0.24 -3.21 -2.80
H 1.48 0.46 -1.57
H -1.62 -3.30 -0.73
H 1.60 1.07 2.51
H 2.00 1.48 0.75
H 2.02 -0.19 1.34
H -0.05 2.75 0.93
H -1.19 2.36 -0.51
H 0.52 2.40 -0.75
H -1.91 1.04 3.45
*
```

Computed properties:
energy above the lowest of the compared OMol25 structures with the same formula, charge and spin: 0.0000 eV
LUMO energy: 0.8 eV
HOMO energy: -8.37 eV
SMILES: [H]/N=C1\Sc2ccccc2C1(C)C
orbital gap: 9.193 eV

Mulliken population analysis, charges in e, atoms 1 to 2: -0.47, -0.68

C7H11N in the gas phase. Source: OMol25; level of theory: ωB97M-V/def2-TZVPD.

```
! wB97M-V def2-TZVPD RIJCOSX def2/J DEFGRID3
* xyz 0 1
C 1.50 -1.05 -0.08
C 1.08 1.64 -0.29
C 2.06 -2.21 -0.31
C 0.15 -0.55 0.31
C -0.18 0.83 -0.22
C -1.10 -1.40 -0.05
C -1.47 1.61 0.23
N 1.60 2.74 -0.16
H 1.77 -3.13 0.08
H 2.91 -2.42 -0.80
H 0.04 -0.71 1.46
H -0.20 0.55 -1.35
H -0.88 -2.39 0.27
H -1.21 -1.26 -1.05
H -2.04 -1.07 0.45
H -2.25 0.98 0.18
H -1.74 2.53 -0.28
H -1.39 1.81 1.25
H 1.33 3.47 0.36
*
```

Computed properties:
energy above the lowest of the compared OMol25 structures with the same formula, charge and spin: 6.9356 eV
LUMO energy (spin up / spin down): 0.3 / 0.9 eV
HOMO energy (spin up / spin down): -6.96 / -8.16 eV
orbital gap (spin up / spin down): 7.281 / 9.097 eV

Mulliken population analysis, charges in e, atoms 1 to 2: -0.24, 0.03

A gas-phase ion, C2H8N2P (charge +1). Source: OMol25; level of theory: ωB97M-V/def2-TZVPD.

```
! wB97M-V def2-TZVPD RIJCOSX def2/J DEFGRID3
* xyz 1 1
C 1.16 -0.02 0.66
C -1.31 0.01 0.01
N 0.50 1.77 -0.59
N -0.07 -0.84 0.44
P -0.88 1.33 -1.28
H 2.07 -0.58 0.41
H 1.09 0.63 1.43
H -1.78 -0.79 -0.64
H -1.87 0.37 0.93
H 1.25 2.25 -1.08
H 0.19 -1.64 -0.28
H -0.58 -1.32 1.18
H -0.71 0.34 -2.37
*
```

Computed properties:
energy above the lowest of the compared OMol25 structures with the same formula, charge and spin: 4.0106 eV
LUMO energy (spin up / spin down): -5.0 / -5.3 eV
HOMO energy (spin up / spin down): -13.15 / -13.21 eV
orbital gap (spin up / spin down): 8.139 / 7.893 eV

Mulliken population analysis, charges in e, atoms 1 to 2: -0.47, -0.70

C3H3N3O in the gas phase. Source: OMol25; level of theory: ωB97M-V/def2-TZVPD.

```
! wB97M-V def2-TZVPD RIJCOSX def2/J DEFGRID3
* xyz 0 1
O -0.12 -0.27 -2.34
C 0.15 0.12 -1.22
C 1.15 -0.60 -0.37
N 0.96 -0.79 0.88
N -0.32 -0.21 1.41
C -0.68 0.99 0.66
N -0.51 1.20 -0.59
H -1.19 -0.83 1.15
H 1.91 -1.23 -0.84
H -1.35 1.61 1.26
*
```

Computed properties:
energy above the lowest of the compared OMol25 structures with the same formula, charge and spin: 2.7443 eV
LUMO energy: -0.6 eV
HOMO energy: -10.04 eV
SMILES: O=c1cn[nH]cn1
orbital gap: 9.398 eV

Mulliken population analysis, charges in e, atoms 1 to 2: -0.49, 0.42

2 unconnected molecules or ions with the total composition C10H16O2. Source: OMol25; level of theory: ωB97M-V/def2-TZVPD.

```
! wB97M-V def2-TZVPD RIJCOSX def2/J DEFGRID3
* xyz 0 1
C -1.52 1.06 1.03
C -1.58 0.20 -0.20
C -0.31 0.01 -0.99
C -2.71 -0.41 -0.57
C -4.02 -0.24 0.11
C -5.06 -1.03 -0.18
C 3.33 0.91 -0.57
C 3.20 -0.25 0.38
C 2.21 -0.43 1.26
C 4.17 -1.33 0.23
H -2.00 2.06 0.88
H -2.06 0.62 1.89
H -0.47 1.23 1.31
H 0.37 0.84 -0.80
H 0.20 -0.94 -0.72
H -0.52 -0.07 -2.08
H -2.68 -1.11 -1.40
H -4.07 0.50 0.92
H -6.01 -0.95 0.32
H -4.91 -1.84 -0.91
H 1.85 2.04 -1.13
H 3.25 0.52 -1.60
H 4.34 1.35 -0.47
H 1.45 0.32 1.42
H 2.15 -1.34 1.84
H 3.85 -2.30 0.73
O 2.33 1.88 -0.29
O 5.21 -1.27 -0.40
*
```

Computed properties:
energy above the lowest of the compared OMol25 structures with the same formula, charge and spin: 2.5277 eV
LUMO energy: 0.3 eV
HOMO energy: -8.42 eV
SMILES: C=C(C=O)CO.C=CC=C(C)C
orbital gap: 8.674 eV

Mulliken population analysis, charges in e, atoms 1 to 2: -1.33, 0.85

C13H21N3O5S in the gas phase. Source: OMol25; level of theory: ωB97M-V/def2-TZVPD.

```
! wB97M-V def2-TZVPD RIJCOSX def2/J DEFGRID3
* xyz 0 1
C -3.24 -3.33 -4.26
C -2.64 -1.94 -4.19
H -3.17 -1.24 -4.84
H -2.64 -1.57 -3.16
O -1.29 -1.92 -4.67
C -0.35 -2.30 -3.83
O -0.52 -2.71 -2.71
C 1.02 -2.18 -4.49
H 1.00 -1.42 -5.27
H 1.32 -3.14 -4.92
S 2.27 -1.77 -3.25
C 1.47 -0.40 -2.59
N 0.38 0.15 -3.04
N 0.11 1.18 -2.21
C 1.03 1.20 -1.31
O 1.94 0.21 -1.49
C 1.19 2.16 -0.17
N 1.34 1.43 1.06
C 0.46 1.55 2.09
O -0.46 2.33 2.10
O 0.81 0.69 3.06
C 0.04 0.63 4.30
C 0.12 1.98 5.02
H -0.37 2.75 4.43
H -0.39 1.90 5.98
H 1.15 2.26 5.19
C -1.40 0.24 4.01
H -1.89 1.02 3.42
H -1.94 0.11 4.94
H -1.43 -0.69 3.45
C 0.74 -0.46 5.11
H 0.24 -0.58 6.07
H 0.72 -1.40 4.57
H 1.78 -0.19 5.29
H 2.07 0.74 1.13
C 2.39 3.07 -0.43
H 2.50 3.77 0.39
H 2.24 3.63 -1.35
H 3.30 2.49 -0.52
H 0.27 2.74 -0.09
H -3.20 -3.71 -5.28
H -2.70 -4.01 -3.60
H -4.28 -3.29 -3.94
*
```

Computed properties:
energy above the lowest of the compared OMol25 structures with the same formula, charge and spin: 0.0025 eV
LUMO energy: 0.6 eV
HOMO energy: -8.97 eV
SMILES: CCOC(=O)CSc1nnc([C@H](C)NC(=O)OC(C)(C)C)o1
orbital gap: 9.559 eV

Mulliken population analysis, charges in e, atoms 1 to 2: -1.11, -0.22

C28H29F3N2O in the gas phase. Source: OMol25; level of theory: ωB97M-V/def2-TZVPD.

```
! wB97M-V def2-TZVPD RIJCOSX def2/J DEFGRID3
* xyz 0 1
C 6.55 -2.06 3.23
C 7.04 -2.79 1.95
C 5.80 -2.93 1.05
N 4.83 -1.94 1.57
C 3.59 -1.75 1.01
C 3.09 -2.66 0.00
C 1.77 -2.56 -0.47
C 0.89 -1.55 -0.04
C -0.43 -1.25 -0.74
C -0.77 0.26 -0.88
C 0.15 1.20 -1.45
C -0.17 2.55 -1.63
C -1.52 2.98 -1.34
N -1.91 4.26 -1.59
C -3.22 4.71 -1.18
C -3.36 6.16 -1.67
C -2.20 6.39 -2.66
C -1.23 5.20 -2.50
C -2.42 2.03 -0.79
C -2.02 0.72 -0.56
C 1.33 -0.73 1.01
C 2.67 -0.76 1.47
C 5.22 -1.38 2.87
H 6.38 -2.81 4.01
H 7.30 -1.36 3.61
H 7.82 -2.20 1.45
H 7.45 -3.77 2.17
H 6.05 -2.72 -0.01
H 5.41 -3.97 1.11
H 3.76 -3.42 -0.43
H 1.42 -3.27 -1.24
H -0.51 -1.71 -1.79
H 1.15 0.88 -1.76
H 0.60 3.26 -1.96
H -4.03 4.09 -1.64
H -3.36 4.65 -0.08
H -4.34 6.33 -2.14
H -3.28 6.84 -0.81
H -2.57 6.39 -3.69
H -1.67 7.33 -2.46
H -0.26 5.51 -2.07
H -1.01 4.70 -3.46
H -3.44 2.34 -0.50
H -2.75 0.08 -0.09
H 0.67 0.04 1.42
H 3.01 -0.01 2.21
H 4.48 -1.56 3.67
H 5.39 -0.30 2.80
F -4.69 -1.67 2.89
C -3.65 -1.33 2.02
F -3.78 0.06 1.83
F -2.45 -1.55 2.66
C -3.77 -2.12 0.75
C -2.58 -2.51 0.04
O -1.42 -1.92 0.36
C -2.73 -3.49 -0.94
C -4.01 -3.97 -1.23
C -5.17 -3.52 -0.61
C -5.02 -2.63 0.45
H -1.86 -3.90 -1.44
H -4.13 -4.70 -2.00
H -6.19 -3.84 -0.84
H -5.87 -2.33 1.09
*
```

Computed properties:
energy above the lowest of the compared OMol25 structures with the same formula, charge and spin: 0.0000 eV
LUMO energy: 0.8 eV
HOMO energy: -7.32 eV
SMILES: FC(F)(F)c1ccccc1OC(c1ccc(N2CCCC2)cc1)c1ccc(N2CCCC2)cc1
orbital gap: 8.102 eV

Mulliken population analysis, charges in e, atoms 1 to 2: -0.61, -0.61

A molecular structure, C18H24BCl3F17HfN2O13S4. Source: OMol25; level of theory: ωB97M-V/def2-TZVPD.

```
! wB97M-V def2-TZVPD RIJCOSX def2/J DEFGRID3
* xyz -1 3
Hf -2.49 2.02 -1.76
C 2.21 3.14 -3.24
F 2.32 1.78 -3.17
F 2.37 3.58 -2.03
F 3.04 3.66 -4.08
S 0.41 3.51 -3.73
O 0.25 4.89 -3.52
O 0.23 3.13 -5.16
O -0.51 2.73 -2.84
C -6.58 3.61 -1.46
F -5.74 4.65 -1.52
F -7.28 3.80 -0.37
F -7.34 3.61 -2.51
S -5.54 2.00 -1.39
O -6.48 0.89 -1.22
O -4.66 1.86 -2.58
O -4.40 2.10 -0.41
C -2.73 -2.91 -1.11
F -2.13 -2.47 0.01
F -1.81 -3.07 -2.01
F -3.45 -3.99 -0.78
S -3.86 -1.46 -1.63
O -4.23 -1.77 -3.00
O -4.96 -1.53 -0.61
O -3.08 -0.23 -1.54
C -1.94 -1.37 -5.62
F -3.04 -2.17 -5.50
F -1.00 -1.71 -4.80
F -1.53 -1.42 -6.97
S -2.33 0.52 -5.24
O -1.43 1.30 -6.05
O -3.77 0.80 -5.58
O -2.14 0.85 -3.78
B -0.57 1.26 0.08
F -0.73 0.60 -1.17
F -0.27 2.55 -0.14
F -1.92 1.25 0.55
F 0.29 0.70 0.95
F -2.55 4.23 -1.01
C 1.33 3.98 2.30
Cl 0.50 5.39 1.58
Cl 1.64 4.20 4.09
Cl 2.87 3.78 1.36
H 0.80 3.06 2.07
C -0.22 -0.13 4.81
C 0.85 -1.10 4.34
C 0.34 -1.67 2.99
C 1.42 -2.28 2.15
C 2.56 -1.34 1.98
C 3.20 -0.90 3.31
N 2.12 -0.33 4.13
O 2.68 0.23 5.39
C 4.02 -2.13 3.77
C 4.16 0.24 3.04
C 0.86 -2.27 5.32
H -0.16 0.35 5.79
H -1.25 -0.50 4.75
H -0.18 0.75 4.17
H -0.39 -2.45 3.18
H -0.25 -1.08 2.28
H 1.05 -2.55 1.16
H 1.77 -3.17 2.67
H 2.30 -0.48 1.38
H 3.34 -1.85 1.42
H 4.90 -2.37 3.18
H 4.36 -1.81 4.75
H 3.55 -3.10 3.98
H 3.62 1.19 2.95
H 4.81 0.27 3.91
H 4.80 0.05 2.17
H 1.18 -2.04 6.34
H 1.60 -3.00 4.99
H -0.09 -2.78 5.47
N 2.38 -1.39 -2.49
C 3.26 -2.32 -2.97
C 3.14 -3.49 -2.29
C 2.11 -3.34 -1.34
C 1.64 -2.06 -1.52
H 2.36 -0.43 -2.79
H 3.97 -2.07 -3.75
H 3.73 -4.38 -2.45
H 1.79 -4.12 -0.67
H 0.88 -1.52 -0.98
*
```

Computed properties:
LUMO energy (spin up / spin down): 0.9 / -3.8 eV
HOMO energy (spin up / spin down): -6.55 / -6.55 eV
orbital gap (spin up / spin down): 7.436 / 2.722 eV

Mulliken population analysis, charges in e, atoms 1 to 2: 2.41, 0.59

no.,energy (Ha)
1,-840.54960
2,-327.83310
3,-531.45534
4,-355.53903
5,-541.02162
6,-1446.65348
7,-1568.67671
8,-6532.07240